C44H61BCl2F21IO19 | the ωB97M-V functional and the def2-TZVPD basis

Element x y z (Å)
C 5.4127 -0.7048 -0.6668
B 4.4259 -0.5685 0.5442
O 4.9010 -0.7953 1.8173
C 2.8719 -0.1998 0.2603
C 2.8413 1.2645 -0.1905
C 1.5379 2.0379 0.0649
C 1.2607 3.0041 -1.0882
I 2.8301 4.4692 -1.2858
O 2.5092 -1.1163 -0.8086
C 1.5979 -0.6527 -1.7346
O 1.9885 -0.1465 -2.7811
C 0.1403 -0.8826 -1.4390
C -0.8253 -0.3235 -2.4715
C -1.6039 0.9156 -2.0048
C -2.2609 0.7340 -0.6449
C -3.1075 -0.5263 -0.5360
O -4.2001 -0.2768 0.4013
C -3.7381 -0.0892 1.6732
C -3.8786 1.2936 2.2454
O -3.2658 -1.0074 2.3399
C 2.0471 -0.5006 1.5202
Cl 1.0138 -1.9115 1.4516
C 2.0563 0.1335 2.6968
C 1.2214 -0.2435 3.8752
Cl 3.1098 1.4840 2.9707
H 5.4680 -1.7706 -0.8843
H 5.0433 -0.1852 -1.5432
H 6.4026 -0.3714 -0.3761
H 4.6369 -1.6605 2.1395
H 3.6170 1.7769 0.3698
H 3.1450 1.3612 -1.2248
H 1.6563 2.6588 0.9422
H 0.6706 1.3904 0.1457
H 0.3399 3.5525 -0.9600
H 1.2824 2.4471 -2.0160
H 0.0193 -1.9632 -1.4028
H -0.0759 -0.5595 -0.4312
H -1.5675 -1.0949 -2.6606
H -0.3636 -0.1160 -3.4281
H -2.3991 1.0684 -2.7287
H -0.9417 1.7757 -1.9766
H -2.8977 1.5789 -0.4093
H -1.5189 0.6979 0.1516
H -3.5833 -0.8030 -1.4676
H -2.5634 -1.3738 -0.1294
H -3.2039 1.9776 1.7436
H -3.6415 1.2638 3.2976
H -4.8916 1.6690 2.1364
H 1.6481 -1.1062 4.3670
H 1.1568 0.5975 4.5524
H 0.2075 -0.4850 3.5847
C 1.5004 7.8269 -6.2460
C 1.7267 6.3753 -5.8861
O 0.7643 5.9191 -4.9161
C -0.4095 5.5407 -5.3863
O -0.7652 5.5386 -6.5252
C -1.2815 5.0353 -4.2227
F -1.2092 5.8472 -3.1653
F -0.8724 3.8182 -3.8337
F -2.5533 4.9443 -4.5882
H 1.5018 8.4458 -5.3477
H 2.2870 8.1759 -6.9138
H 0.5386 7.9641 -6.7398
H 2.6913 6.2493 -5.4106
H 1.7026 5.7330 -6.7653
C 4.1558 -1.3673 -4.5325
C 4.9752 -1.0658 -5.7669
O 5.0022 -2.1916 -6.6692
C 3.9588 -2.3189 -7.4711
O 3.0045 -1.6046 -7.5263
C 4.1643 -3.5338 -8.3918
F 4.6232 -4.5882 -7.7132
F 5.0521 -3.2382 -9.3480
F 3.0249 -3.8798 -8.9751
H 4.5240 -2.2716 -4.0448
H 4.2084 -0.5422 -3.8287
H 3.1105 -1.5321 -4.7863
H 6.0142 -0.8835 -5.5005
H 4.6084 -0.1814 -6.2858
C 4.8168 12.0596 -3.4028
C 6.1743 11.4485 -3.6718
O 6.1504 10.0204 -3.4749
C 5.6946 9.3029 -4.4861
O 5.3016 9.7106 -5.5370
C 5.7759 7.8085 -4.1356
F 5.3389 7.5703 -2.8984
F 7.0380 7.3797 -4.2193
F 5.0476 7.0883 -4.9804
H 4.4697 11.7919 -2.4047
H 4.8709 13.1447 -3.4777
H 4.0766 11.7002 -4.1171
H 6.9099 11.8260 -2.9656
H 6.5287 11.6800 -4.6749
C -2.7965 -4.9405 5.2477
C -1.8205 -4.0352 4.5294
O -0.8608 -3.4733 5.4514
C 0.1723 -4.2343 5.7631
O 0.4090 -5.3359 5.3694
C 1.0969 -3.4521 6.7090
F 0.4031 -2.8231 7.6632
F 1.7754 -2.5248 6.0189
F 1.9761 -4.2432 7.3073
H -3.2828 -4.4025 6.0636
H -3.5585 -5.2982 4.5582
H -2.2847 -5.7887 5.6760
H -2.3357 -3.1839 4.0893
H -1.3028 -4.5576 3.7257
C 0.3780 -10.6861 2.4169
C 0.3895 -9.8670 3.6889
O -0.8044 -9.0694 3.8052
C -1.8720 -9.6841 4.2848
O -1.9534 -10.8242 4.6263
C -3.0299 -8.6793 4.3918
F -3.1239 -7.9192 3.2957
F -2.8321 -7.8660 5.4383
F -4.1894 -9.2972 4.5593
H 0.2334 -10.0411 1.5500
H 1.3202 -11.2207 2.3048
H -0.4332 -11.4133 2.4261
H 1.2123 -9.1560 3.6791
H 0.5051 -10.4947 4.5710
C -6.7238 1.4412 -2.3318
C -5.9893 1.8932 -3.5749
O -5.9662 0.8560 -4.5735
C -7.0499 0.7518 -5.3278
O -8.0331 1.4236 -5.2620
C -6.8477 -0.3645 -6.3663
F -6.3059 -1.4515 -5.8112
F -6.0305 0.0577 -7.3363
F -8.0037 -0.7095 -6.9146
H -6.2909 0.5170 -1.9469
H -6.6631 2.2038 -1.5563
H -7.7749 1.2478 -2.5431
H -4.9455 2.1010 -3.3465
H -6.4201 2.8036 -3.9887
C -2.1717 -1.2554 9.8210
C -2.2607 -2.7356 10.1226
O -3.4355 -3.0326 10.9017
C -4.5615 -3.1665 10.2202
O -4.6988 -3.0676 9.0387
C -5.7068 -3.5236 11.1828
F -5.6725 -2.7667 12.2815
F -5.6055 -4.8036 11.5565
F -6.8830 -3.3524 10.5959
H -2.2073 -0.6759 10.7438
H -1.2434 -1.0298 9.2977
H -3.0061 -0.9324 9.1992
H -1.4131 -3.0485 10.7280
H -2.2529 -3.3335 9.2124

Output
SMILES = CB(O)[C@@](CCCI)(OC(=O)CCCCCOC(C)=O)/C(Cl)=C(/C)Cl.CCOC(=O)C(F)(F)F.CCOC(=O)C(F)(F)F.CCOC(=O)C(F)(F)F.CCOC(=O)C(F)(F)F.CCOC(=O)C(F)(F)F.CCOC(=O)C(F)(F)F.CCOC(=O)C(F)(F)F
orbital gap = 9.4 eV
2S+1 = 1
LUMO level = 0.2 eV